C16H29BiClLuN | ωB97M-V/def2-TZVPD

```
49
C16H29BiClLuN, DFT ωB97M-V/def2-TZVPD
Lu 4.713 -0.512 -0.200
Cl 4.518 -1.216 -2.504
C 4.336 -2.068 1.419
C 6.673 0.553 0.301
H 5.084 -2.067 2.221
H 3.374 -1.932 1.935
H 4.351 -3.092 1.019
H 7.257 0.128 1.129
H 6.614 1.625 0.533
H 7.340 0.481 -0.574
Bi 1.298 0.917 0.962
C 0.281 2.617 -0.191
C 2.671 2.687 1.859
H 0.641 3.439 0.440
H 0.681 2.723 -1.214
H -0.813 2.560 -0.193
H 3.190 3.108 0.906
H 3.528 2.146 2.350
C -5.532 0.129 -0.307
C -4.202 -0.140 0.337
C -4.068 -0.011 1.716
C -2.863 -0.277 2.369
C -2.745 -0.228 3.868
C -1.756 -0.616 1.596
C -1.799 -0.598 0.159
C -3.098 -0.508 -0.435
N -0.622 -0.531 -0.507
C -0.454 -0.603 -1.987
C -0.983 -1.949 -2.485
C -1.107 0.561 -2.737
C 1.041 -0.480 -2.286
H -6.294 -0.569 0.055
H -5.882 1.141 -0.069
H -5.473 0.037 -1.396
H -4.947 0.292 2.312
H -3.519 0.417 4.299
H -2.866 -1.226 4.317
H -1.767 0.148 4.178
H -0.798 -0.832 2.088
H -3.202 -0.623 -1.513
H -2.053 -2.056 -2.281
H -0.813 -2.051 -3.565
H -0.451 -2.756 -1.963
H -0.709 1.517 -2.381
H -0.856 0.457 -3.805
H -2.195 0.573 -2.638
H 1.424 0.504 -1.966
H 1.639 -1.260 -1.796
H 1.214 -0.558 -3.372
```

The value obtained for the LUMO energy (alpha / beta) is 1.23 / 1.98 eV. For the calculated total energy, the calculation gives -2592.030130 Ha. The net charge is -1. The energy above the lowest of the compared OMol25 structures with the same formula, charge and spin is 42.7 kcal/mol.

For reference, the Mulliken charges in units of e are:
1 Lu 1.25
2 Cl -0.66
3 C -1.27
4 C -1.30
5 H 0.33
6 H 0.16
7 H 0.34
8 H 0.30
9 H 0.28
10 H 0.29
11 Bi 0.74
12 C -1.35
13 C -1.16
14 H 0.52
15 H 0.32
16 H 0.33
17 H 0.33
18 H 0.38
19 C -1.61
20 C 0.59
21 C -0.71
22 C 0.84
23 C -1.44
24 C -1.21
25 C 0.45
26 C -0.40
27 N -0.25
28 C 1.55
29 C -1.69
30 C -1.44
31 C -1.60
32 H 0.32
33 H 0.32
34 H 0.32
35 H 0.22
36 H 0.34
37 H 0.29
38 H 0.32
39 H 0.69
40 H 0.29
41 H 0.35
42 H 0.44
43 H 0.35
44 H 0.23
45 H 0.44
46 H 0.30
47 H 0.21
48 H 0.27
49 H 0.37